Record 1
Molecular formula: C40H84BN10
Method: DFT, ωB97M-V/def2-TZVPD

Values from the calculation:
E_HOMO (Eh): -0.5936
Frontier orbital gap (eV): 7.40

Structure (ORCA input):
```
! wB97M-V def2-TZVPD RIJCOSX def2/J DEFGRID3
* xyz 5 1
B -3.72 5.17 -1.89
H -3.18 4.81 -2.75
H -3.11 5.89 -1.36
H -4.66 5.61 -2.19
H -3.91 4.35 -1.21
C -11.27 0.53 1.65
C -9.86 -0.06 1.63
N -8.94 1.04 1.76
C -8.70 2.06 0.89
C -7.76 2.92 1.38
N -7.27 2.38 2.56
C -8.00 1.18 2.75
C -6.14 2.85 3.29
H -11.38 1.38 0.98
H -11.60 0.85 2.64
H -11.92 -0.22 1.22
H -9.78 -0.60 0.69
H -9.68 -0.84 2.38
H -9.23 2.05 -0.05
H -7.33 3.83 1.01
H -7.73 0.38 3.43
H -5.63 2.01 3.78
H -6.49 3.58 4.01
H -5.35 3.33 2.71
C -4.87 9.20 1.45
C -3.78 9.74 2.48
N -2.45 9.58 1.91
C -1.72 8.41 1.62
C -0.43 8.82 1.13
N -0.41 10.16 1.24
C -1.65 10.65 1.61
C 0.70 11.01 0.82
H -4.89 8.11 1.37
H -4.79 9.81 0.56
H -5.89 9.35 1.82
H -3.82 9.33 3.49
H -4.06 10.79 2.51
H -2.26 7.49 1.79
H 0.43 8.28 0.77
H -2.02 11.66 1.54
H 0.91 10.92 -0.24
H 1.48 10.82 1.56
H 0.43 12.01 1.14
C -1.02 15.83 -2.51
C -1.91 15.47 -3.78
N -1.53 14.11 -4.20
C -1.05 13.68 -5.43
C -1.03 12.29 -5.36
N -1.66 11.92 -4.22
C -1.75 13.03 -3.39
C -2.09 10.63 -3.78
H -1.27 16.81 -2.10
H -0.02 15.87 -2.94
H -1.17 15.11 -1.71
H -1.83 16.20 -4.59
H -2.96 15.39 -3.49
H -0.81 14.32 -6.27
H -0.79 11.54 -6.11
H -2.20 13.07 -2.41
H -1.64 9.91 -4.46
H -3.17 10.51 -3.82
H -1.62 10.40 -2.83
C -0.05 2.26 1.84
C 1.27 2.64 2.57
N 1.02 2.69 4.03
C 1.44 3.73 4.81
C 0.96 3.44 6.13
N 0.36 2.20 6.09
C 0.46 1.72 4.79
C -0.25 1.59 7.27
H -0.79 3.01 2.13
H -0.38 1.27 2.15
H 0.04 2.28 0.75
H 1.57 3.62 2.22
H 2.13 2.01 2.36
H 2.00 4.55 4.39
H 1.12 3.99 7.04
H 0.11 0.78 4.39
H -0.18 2.28 8.11
H 0.36 0.77 7.65
H -1.31 1.41 7.17
C -5.04 7.82 -9.06
C -5.79 7.56 -7.76
C -7.02 6.62 -7.76
N -7.60 6.23 -6.39
C -7.05 4.81 -5.98
C -7.61 7.31 -5.27
C -8.78 8.28 -5.45
C -9.76 7.41 -6.28
C -9.12 6.06 -6.41
H -4.80 6.91 -9.62
H -4.10 8.29 -8.78
H -5.65 8.47 -9.70
H -6.06 8.46 -7.22
H -5.07 7.01 -7.15
H -6.77 5.70 -8.29
H -7.89 7.04 -8.26
H -7.23 4.13 -6.81
H -7.41 4.54 -4.98
H -5.98 5.02 -6.00
H -7.58 6.87 -4.27
H -6.65 7.81 -5.40
H -9.19 8.59 -4.49
H -8.47 9.12 -6.08
H -10.66 7.21 -5.70
H -10.03 7.88 -7.22
H -9.34 5.46 -5.53
H -9.40 5.45 -7.27
C -6.40 -3.86 -1.18
C -6.16 -2.77 -2.22
C -4.59 -2.60 -2.48
N -4.17 -1.38 -3.37
C -4.71 -0.05 -2.84
C -4.60 -1.55 -4.86
C -3.53 -2.47 -5.47
C -2.22 -2.25 -4.70
C -2.60 -1.24 -3.58
H -6.30 -3.34 -0.22
H -5.77 -4.73 -1.37
H -7.43 -4.18 -1.24
H -6.55 -1.81 -1.89
H -6.56 -3.12 -3.18
H -4.08 -3.47 -2.89
H -4.22 -2.52 -1.46
H -4.39 0.84 -3.38
H -4.48 -0.02 -1.78
H -5.80 0.02 -2.82
H -4.58 -0.55 -5.29
H -5.62 -1.94 -4.89
H -3.40 -2.23 -6.52
H -3.81 -3.52 -5.54
H -1.44 -1.81 -5.31
H -1.92 -3.26 -4.41
H -2.40 -0.23 -3.94
H -2.04 -1.40 -2.65
*
```

---

Record 2
Molecular formula: C40H84O11S2
Method: DFT, ωB97M-V/def2-TZVPD

Values from the calculation:
E_HOMO (Eh): -0.3292
Frontier orbital gap (eV): 9.52

Structure (ORCA input):
```
! wB97M-V def2-TZVPD RIJCOSX def2/J DEFGRID3
* xyz 0 1
C 2.22 4.15 -3.36
C 2.03 2.82 -4.17
C 0.50 2.86 -4.45
O -0.09 3.61 -3.41
C 0.80 4.75 -3.20
H 3.01 4.80 -3.87
H 2.65 3.99 -2.38
H 2.27 1.89 -3.62
H 2.53 2.73 -5.12
H 0.09 1.89 -4.53
H 0.26 3.38 -5.40
H 0.58 5.19 -2.26
H 0.54 5.49 -4.07
C 5.42 0.68 -0.31
C 4.21 -0.14 -0.70
C 4.03 0.40 -2.17
O 5.31 0.57 -2.71
C 6.21 0.76 -1.62
H 6.12 0.21 0.37
H 5.13 1.71 -0.01
H 3.36 0.04 -0.10
H 4.39 -1.24 -0.80
H 3.46 1.34 -2.13
H 3.41 -0.29 -2.71
H 6.72 1.66 -1.76
H 6.93 -0.07 -1.79
C 3.58 -3.84 -1.84
C 4.39 -4.78 -0.87
C 3.69 -4.57 0.46
O 3.22 -3.23 0.46
C 2.67 -3.11 -0.82
H 2.94 -4.35 -2.53
H 4.26 -3.21 -2.37
H 5.38 -4.31 -0.75
H 4.47 -5.81 -1.06
H 4.36 -4.70 1.37
H 2.84 -5.27 0.66
H 2.67 -2.04 -1.08
H 1.71 -3.59 -0.79
C -2.58 3.03 4.68
C -1.86 1.67 4.57
C -2.41 1.15 3.28
O -3.51 1.92 2.89
C -3.20 3.25 3.32
H -1.83 3.82 4.82
H -3.35 3.04 5.47
H -2.10 1.07 5.42
H -0.81 1.76 4.39
H -2.79 0.13 3.46
H -1.74 1.07 2.42
H -4.17 3.74 3.24
H -2.57 3.71 2.61
C -3.88 -2.03 1.64
C -5.06 -1.10 1.58
C -5.04 -0.66 0.00
O -3.89 -1.29 -0.53
C -3.67 -2.48 0.17
H -3.88 -2.87 2.29
H -2.97 -1.53 1.91
H -4.93 -0.16 2.15
H -6.01 -1.62 1.81
H -4.88 0.41 -0.14
H -5.92 -0.99 -0.51
H -2.65 -2.77 -0.04
H -4.34 -3.30 -0.20
C 2.60 -0.75 4.27
C 2.81 -0.78 2.76
C 1.62 -0.08 2.19
O 1.03 0.73 3.27
C 1.84 0.58 4.46
H 3.49 -0.61 4.86
H 2.04 -1.53 4.74
H 2.78 -1.76 2.31
H 3.70 -0.19 2.56
H 0.81 -0.69 1.85
H 1.78 0.66 1.34
H 1.28 0.54 5.38
H 2.57 1.39 4.39
C 0.49 -4.97 2.84
C -0.25 -3.85 1.99
C -0.90 -2.96 3.05
O -0.03 -3.06 4.24
C 0.92 -4.12 4.09
H 1.28 -5.25 2.20
H -0.13 -5.84 3.15
H -0.98 -4.28 1.29
H 0.46 -3.30 1.40
H -1.92 -3.27 3.37
H -0.94 -1.94 2.80
H 0.98 -4.64 4.99
H 1.88 -3.61 3.89
C -5.78 1.22 -3.42
C -4.43 0.57 -3.43
C -4.61 -0.60 -4.51
O -5.90 -0.40 -5.08
C -6.30 0.95 -4.86
H -5.57 2.24 -3.15
H -6.43 0.82 -2.57
H -4.04 0.28 -2.46
H -3.70 1.24 -3.88
H -4.74 -1.62 -4.06
H -3.78 -0.47 -5.19
H -7.43 0.99 -4.97
H -5.86 1.61 -5.58
C 1.28 4.08 3.20
C 0.14 4.26 2.18
C 0.89 4.37 0.84
O 2.23 4.75 1.18
C 2.48 3.88 2.27
H 1.19 3.23 3.86
H 1.42 4.94 3.88
H -0.33 5.19 2.38
H -0.64 3.52 2.33
H 0.43 5.12 0.24
H 1.07 3.39 0.39
H 3.40 4.14 2.80
H 2.54 2.79 1.99
C -1.09 -1.80 -4.42
S 0.19 -3.01 -3.81
O 1.26 -2.17 -3.28
C -0.86 -3.58 -2.39
H -1.28 -1.09 -3.57
H -1.96 -2.42 -4.60
H -0.87 -1.19 -5.26
H -0.85 -2.82 -1.63
H -0.42 -4.53 -2.11
H -1.92 -3.74 -2.59
C 0.56 1.00 -1.54
S -1.03 0.06 -1.26
O -0.77 -0.97 -0.16
C -2.00 1.43 -0.57
H 1.23 0.46 -2.22
H 1.11 1.05 -0.63
H 0.41 2.03 -1.92
H -2.80 0.86 -0.08
H -2.33 2.09 -1.36
H -1.50 2.05 0.11
*
```